ORCA calculation (wB97M-V/def2-TZVPD) on a single C22H24FN5S molecule in a non-equilibrium geometry.

Element x y z (Å)
C -3.453 -0.485 2.718
H -2.953 -0.092 3.600
H -3.204 -1.537 2.609
H -4.526 -0.395 2.866
C -3.000 0.290 1.483
N -3.470 -0.342 0.265
C -2.648 -0.188 -0.900
C -2.746 1.113 -1.720
H -3.752 1.256 -2.111
H -2.037 1.072 -2.547
S -2.391 2.643 -0.789
C -0.685 2.499 -0.523
N -0.148 3.487 0.191
N 1.122 3.489 0.461
C 1.850 2.484 0.010
C 1.239 1.439 -0.755
N -0.051 1.437 -1.038
N 2.159 0.519 -1.108
C 3.379 0.905 -0.575
C 4.605 0.266 -0.654
C 5.689 0.867 -0.041
C 5.533 2.076 0.631
C 4.324 2.733 0.732
C 3.234 2.132 0.119
H 4.230 3.666 1.262
F 6.623 2.622 1.211
H 6.665 0.410 -0.072
H 4.717 -0.675 -1.167
C 1.887 -0.703 -1.826
C 1.961 -1.903 -0.915
C 2.786 -2.978 -1.210
C 2.851 -4.066 -0.357
C 2.095 -4.085 0.802
C 1.269 -3.015 1.104
C 1.203 -1.930 0.249
H 0.557 -1.096 0.485
H 0.675 -3.025 2.005
H 2.148 -4.932 1.469
H 3.495 -4.899 -0.597
H 3.377 -2.969 -2.116
H 0.877 -0.602 -2.236
H 2.598 -0.803 -2.652
H -1.607 -0.318 -0.597
H -2.895 -1.001 -1.595
C -4.904 -0.327 0.050
C -5.615 1.023 0.208
H -5.628 1.335 1.249
H -5.131 1.803 -0.373
H -6.644 0.927 -0.129
H -5.081 -0.713 -0.957
H -5.354 -1.037 0.754
H -3.319 1.338 1.573
H -1.907 0.284 1.453

The value obtained for the total energy is -1624.55806 Ha. For the energy relative to the best compared isomer or geometry (same formula, charge and spin), the calculation gives 3.28 kcal/mol. As for the SMILES: CCN(CC)CCSc1nnc2c3cc(F)ccc3n(Cc3ccccc3)c2n1. As for the maximum force: 0.02342 Eh/bohr.